[1]
Computed, not measured: a structure of composition C36H64NO2P2PtSi2, with ωB97M-V/def2-TZVPD.

The expectation value of S² is 6.067. The calculation puts the energy above the lowest of the compared OMol25 structures with the same formula, charge and spin at 0.1796 eV. Its HOMO energy (spin up / spin down) is -9.536 / -10.947 eV.

Structure (ORCA input):
```
! wB97M-V def2-TZVPD RIJCOSX def2/J DEFGRID3
* xyz 1 5
Pt 0.33 -0.26 0.02
C -0.68 -3.94 -0.23
P 0.26 -2.65 0.61
C -0.30 -2.75 2.34
C 1.95 -3.32 0.65
C 2.91 -2.30 1.27
P 2.87 -0.71 0.34
C 4.10 -1.03 -0.97
C 3.72 0.37 1.51
H -0.47 -4.90 0.25
H -0.40 -3.99 -1.28
H -1.75 -3.73 -0.17
H -0.11 -3.74 2.74
H -1.37 -2.54 2.38
H 0.21 -1.99 2.94
H 2.24 -3.54 -0.38
H 1.94 -4.26 1.20
H 3.93 -2.68 1.27
H 2.64 -2.08 2.30
H 5.04 -1.29 -0.48
H 4.22 -0.13 -1.57
H 3.79 -1.85 -1.62
H 4.57 -0.18 1.92
H 3.04 0.67 2.30
H 4.07 1.26 1.00
C -4.64 -1.84 1.07
C -4.05 -1.58 -0.30
C -4.87 -1.61 -1.43
C -4.37 -1.35 -2.71
C -5.28 -1.32 -3.91
C -3.02 -1.10 -2.86
C -2.13 -1.13 -1.75
C -2.71 -1.31 -0.46
N -0.79 -0.97 -1.85
C -0.09 -1.01 -3.17
C 1.38 -1.35 -2.91
C -0.17 0.39 -3.77
C -0.62 -2.09 -4.15
H -5.61 -1.37 1.17
H -3.99 -1.44 1.85
H -4.77 -2.91 1.23
H -5.92 -1.83 -1.32
H -6.29 -1.63 -3.65
H -4.91 -1.98 -4.70
H -5.34 -0.31 -4.33
H -2.66 -0.83 -3.84
H -2.08 -1.24 0.42
H 1.85 -0.59 -2.29
H 1.90 -1.39 -3.86
H 1.47 -2.34 -2.43
H 0.28 1.12 -3.09
H -1.21 0.68 -3.96
H 0.37 0.42 -4.72
H -1.09 -2.92 -3.63
H 0.22 -2.49 -4.72
H -1.32 -1.70 -4.88
C 3.35 3.41 -0.02
Si 2.23 2.53 -1.22
C 0.64 3.49 -1.29
C 3.03 2.62 -2.90
O 2.03 0.91 -0.91
H 3.31 4.48 -0.20
H 4.39 3.09 -0.13
H 3.05 3.24 1.02
H 0.87 4.53 -1.51
H 0.12 3.45 -0.33
H -0.03 3.11 -2.06
H 3.16 3.67 -3.16
H 2.43 2.14 -3.67
H 4.02 2.15 -2.90
C -3.04 7.21 -0.78
C -3.14 5.88 -0.09
C -3.65 5.78 1.20
C -3.72 4.56 1.86
C -4.37 4.53 3.23
C -3.22 3.41 1.22
C -3.18 2.15 1.99
O -2.62 1.13 1.65
C -2.76 3.48 -0.11
C -2.41 2.27 -0.95
C -2.74 4.72 -0.73
H -3.67 7.96 -0.30
H -3.34 7.13 -1.83
H -2.01 7.57 -0.76
H -4.01 6.67 1.70
H -4.71 5.54 3.49
H -3.70 4.20 4.02
H -5.25 3.88 3.24
H -3.66 2.19 2.98
H -3.16 1.48 -0.84
H -1.44 1.80 -0.72
H -2.37 2.57 -2.00
H -2.40 4.78 -1.76
C 2.83 3.44 3.78
Si 1.06 3.50 3.24
C 0.68 5.05 2.30
C -0.03 3.31 4.73
C 0.74 2.10 2.10
C 0.52 1.16 1.33
H 3.04 4.28 4.45
H 3.54 3.50 2.95
H 3.04 2.52 4.33
H 0.77 5.93 2.94
H -0.35 5.01 1.92
H 1.35 5.17 1.45
H 0.34 3.92 5.55
H -0.05 2.27 5.06
H -1.05 3.62 4.50
*
```

[2]
Computed, not measured: the ion C3H5N2 with charge +1 in a non-equilibrium geometry, with ωB97M-V/def2-TZVPD.

The calculation puts the energy above the lowest of the compared OMol25 structures with the same formula, charge and spin at 4.2264 eV. Its HOMO energy (spin up / spin down) is -15.526 / -15.526 eV.

Structure (ORCA input):
```
! wB97M-V def2-TZVPD RIJCOSX def2/J DEFGRID3
* xyz 1 1
C 1.85 -0.56 -0.09
N 0.85 0.19 0.20
C -0.49 -0.09 0.06
N -1.38 -0.98 0.07
C -1.84 0.44 -0.08
H 1.69 -1.55 -0.51
H 2.86 -0.22 0.08
H 1.02 1.14 0.58
H -2.37 0.86 0.75
H -2.19 0.76 -1.06
*
```

[3]
Computed, not measured: the molecule C23H33N3O3, with ωB97M-V/def2-TZVPD.

The calculation puts the energy above the lowest of the compared OMol25 structures with the same formula, charge and spin at 0.5016 eV. Its HOMO energy is -8.273 eV.

Structure (ORCA input):
```
! wB97M-V def2-TZVPD RIJCOSX def2/J DEFGRID3
* xyz 0 1
C 7.49 2.70 -1.18
C 6.07 2.23 -0.88
O 6.15 0.93 -0.35
C 5.01 0.28 0.00
C 5.17 -1.01 0.51
C 4.07 -1.75 0.89
C 2.78 -1.23 0.77
C 1.57 -2.02 1.19
N 0.47 -1.80 0.27
C 0.70 -2.44 -1.00
C -0.35 -1.93 -1.98
N -1.64 -2.31 -1.48
C -1.95 -2.34 -0.17
O -3.07 -2.59 0.22
C -0.83 -2.08 0.83
C -1.31 -0.91 1.71
C -1.36 0.40 0.94
O -1.22 0.51 -0.26
N -1.52 1.47 1.76
C -1.81 2.79 1.25
C -3.33 3.06 1.20
C -3.99 2.08 0.28
C -4.57 0.97 0.74
C -5.16 -0.10 -0.12
C -4.73 0.06 -1.57
C -4.86 1.52 -2.00
C -3.88 2.36 -1.19
C 2.63 0.05 0.26
C 3.72 0.80 -0.13
H 7.47 3.70 -1.59
H 8.08 2.70 -0.26
H 7.96 2.03 -1.89
H 5.59 2.91 -0.16
H 5.48 2.22 -1.80
H 6.16 -1.40 0.61
H 4.21 -2.75 1.28
H 1.27 -1.68 2.18
H 1.83 -3.09 1.27
H 1.70 -2.17 -1.35
H 0.63 -3.55 -0.93
H -0.20 -2.36 -2.97
H -0.27 -0.84 -2.04
H -2.42 -2.39 -2.12
H -0.81 -2.99 1.47
H -2.32 -1.14 2.05
H -0.66 -0.79 2.58
H -1.77 1.30 2.72
H -1.32 3.53 1.90
H -1.39 2.85 0.25
H -3.49 4.08 0.85
H -3.74 2.98 2.21
H -4.65 0.81 1.81
H -6.25 -0.06 -0.04
H -4.83 -1.07 0.25
H -3.68 -0.23 -1.66
H -5.33 -0.59 -2.22
H -5.88 1.86 -1.81
H -4.66 1.63 -3.06
H -2.86 2.12 -1.51
H -4.04 3.42 -1.38
H 1.63 0.45 0.15
H 3.56 1.79 -0.53
*
```

[4]
Computed, not measured: a structure of composition C4H10ClFN2 in a non-equilibrium geometry, with ωB97M-V/def2-TZVPD.

The calculation puts the energy above the lowest of the compared OMol25 structures with the same formula, charge and spin at 4.5021 eV. Its HOMO energy is -8.798 eV.

Structure (ORCA input):
```
! wB97M-V def2-TZVPD RIJCOSX def2/J DEFGRID3
* xyz 0 1
C -3.13 -0.78 0.04
C -1.10 0.31 0.83
C 0.26 1.06 0.50
C 1.48 0.19 0.48
H -3.13 -1.97 0.48
H -3.71 -0.83 -0.97
H -3.63 -0.17 1.00
H -1.30 -0.89 -0.84
H -0.73 -0.44 1.43
H -1.52 1.05 1.36
H 0.58 1.81 1.30
H -1.11 1.39 -1.09
H 0.29 3.09 -0.65
H 2.46 0.68 0.56
N -1.72 -0.12 -0.40
N 0.05 1.79 -0.76
F 1.71 -0.81 1.40
Cl 1.35 -0.75 -1.07
*
```

[5]
Computed, not measured: a cluster of 3 separate species, C4H14NO in total in a non-equilibrium geometry, with ωB97M-V/def2-TZVPD.

The calculation puts the energy above the lowest of the compared OMol25 structures with the same formula, charge and spin at 7.8838 eV. Its HOMO energy is -15.113 eV.

Structure (ORCA input):
```
! wB97M-V def2-TZVPD RIJCOSX def2/J DEFGRID3
* xyz 1 1
C 1.81 0.40 -0.43
C 1.07 -0.15 0.74
C -0.19 0.66 1.06
C -1.22 -0.15 1.82
N -0.86 0.40 -2.36
H 1.14 0.47 -1.31
H 2.68 -0.18 -0.71
H 2.12 1.43 -0.20
H 1.61 0.01 1.71
H 0.05 1.62 1.53
H -0.62 0.90 0.06
H -2.11 0.42 2.09
H -1.44 -0.98 1.15
H -0.82 -0.60 2.73
H -0.66 0.23 -3.35
H -1.71 0.94 -2.25
H -0.75 -0.42 -1.75
H -0.76 -2.27 -0.53
H 0.95 -1.29 0.64
O -0.28 -1.42 -0.64
*
```

[6]
Computed, not measured: a structure of composition C37H30N6SSiZr in a non-equilibrium geometry, with ωB97M-V/def2-TZVPD.

The calculation puts the energy above the lowest of the compared OMol25 structures with the same formula, charge and spin at 0.3998 eV. Its HOMO energy is -13.085 eV.

Structure (ORCA input):
```
! wB97M-V def2-TZVPD RIJCOSX def2/J DEFGRID3
* xyz 2 1
Zr -0.15 -0.58 -0.92
N -3.34 -3.83 -1.25
C -2.30 -3.04 -0.97
S -1.66 -2.08 -2.31
N -1.85 -3.04 0.25
N -0.76 -2.22 0.41
C -0.07 -2.40 1.50
C -0.40 -3.38 2.54
C 0.58 -4.29 2.95
C 0.28 -5.23 3.92
C -0.97 -5.25 4.51
C -1.94 -4.33 4.12
C -1.67 -3.41 3.13
C 1.20 -1.60 1.60
C 1.95 -1.54 2.75
C 3.16 -0.85 2.74
C 3.57 -0.21 1.59
C 2.74 -0.25 0.49
N 1.58 -0.92 0.50
H -3.70 -3.92 -2.19
H -3.70 -4.43 -0.53
H 1.55 -4.30 2.48
H 1.03 -5.96 4.21
H -1.20 -5.98 5.28
H -2.92 -4.34 4.59
H -2.43 -2.71 2.82
H 1.60 -2.03 3.65
H 3.76 -0.80 3.64
H 4.51 0.33 1.54
H 2.98 0.29 -0.42
C 3.46 -1.37 -3.65
C 2.54 -1.40 -2.61
N 1.47 -0.61 -2.58
C 1.25 0.23 -3.63
C 2.13 0.34 -4.70
C 3.27 -0.49 -4.69
C 1.83 1.25 -5.78
C 0.69 1.96 -5.77
C -0.26 1.82 -4.70
C -1.50 2.48 -4.69
C -2.39 2.25 -3.68
C -2.03 1.39 -2.65
N -0.85 0.79 -2.60
C 0.03 0.98 -3.63
H 4.31 -2.04 -3.63
H 2.67 -2.08 -1.78
H 3.97 -0.44 -5.50
H 2.54 1.33 -6.59
H 0.46 2.64 -6.58
H -1.75 3.16 -5.50
H -3.36 2.73 -3.65
H -2.71 1.18 -1.83
C -2.08 5.35 -0.96
C -0.85 4.73 -1.12
C -0.65 3.46 -0.58
C -1.65 2.80 0.15
C -2.87 3.46 0.30
C -3.09 4.72 -0.25
Si -1.34 1.11 0.89
C -0.23 1.33 2.38
C 1.00 1.99 2.31
C 1.78 2.19 3.44
C 1.35 1.71 4.67
C 0.14 1.04 4.76
C -0.64 0.86 3.63
H -2.25 6.34 -1.37
H -0.06 5.22 -1.66
H 0.32 3.00 -0.73
H -3.67 2.98 0.86
H -4.05 5.21 -0.11
H -2.62 0.63 1.44
H 1.36 2.40 1.36
H 2.72 2.73 3.37
H 1.95 1.87 5.56
H -0.21 0.68 5.72
H -1.60 0.36 3.72
*
```